(1)
ORCA calculation (wB97M-V/def2-TZVPD) on one molecule with the formula C13H13ClN2O6 at a distorted geometry.

XYZ file:
```
35
Properties=species:S:1:pos:R:3
H 0.726 1.100 -3.877
H -1.650 -2.279 -1.183
H 1.183 -2.296 2.939
C 0.386 -0.812 4.276
H 1.125 1.455 1.949
H -0.525 -1.374 4.495
H -1.079 2.467 2.090
N 0.087 0.124 3.202
C -1.122 -1.556 -1.787
C 0.209 0.352 -3.294
H 3.350 0.530 2.472
O -1.471 -1.066 0.966
C -0.222 -0.830 -3.882
H -1.202 -2.712 -3.586
O -1.043 1.114 0.603
Cl 0.067 -1.096 -5.553
C 2.500 0.281 3.112
C 1.199 0.435 2.329
O 2.708 -1.044 3.558
H 1.740 -2.461 4.621
H 2.493 0.970 3.969
O 0.193 2.824 -1.866
H -2.603 1.566 1.869
N 0.538 1.780 -1.374
C -0.705 -0.376 -1.174
C -1.104 -0.170 0.252
C 1.506 -1.742 3.833
O -2.060 0.241 3.852
H 0.681 -0.265 5.179
C -1.188 0.531 3.058
C -1.512 1.481 1.898
O 1.348 1.644 -0.488
C -0.878 -1.793 -3.125
H 1.226 -0.246 1.468
C -0.019 0.564 -1.944
```

Properties
**SMILES**: O=C(OCC(=O)N1CCOCC1)c1ccc(Cl)cc1[N+](=O)[O-]
**Total charge**: 0
**2S+1**: 1
**Orbital gap**: 8.598 eV



(2)
ORCA calculation (wB97M-V/def2-TZVPD) on C16H38ClO4OsSiV as an isolated structure at a distorted geometry.

XYZ file:
```
62
Properties=species:S:1:pos:R:3
C 2.503 2.571 1.457
O 0.266 1.605 1.436
C 1.956 0.411 -4.550
H 2.316 -1.931 -0.802
H -2.461 0.502 -5.343
H 2.632 -0.323 -4.079
H 2.072 1.410 -4.089
H -0.607 4.025 2.024
C 0.874 -3.020 2.129
V -0.636 0.309 -2.391
H 0.895 -2.740 3.190
H 3.547 -3.318 1.701
H -0.883 -2.307 -3.224
H -3.087 -2.246 1.950
H -3.839 -0.859 1.114
H 1.248 4.323 -0.318
Os -0.006 -0.147 -4.552
H -2.714 -1.099 -3.229
C 0.812 3.319 -0.218
H 2.108 -3.603 -0.213
H -2.383 -1.335 -1.466
H 3.914 -1.654 1.197
C -2.074 -0.343 2.264
C -2.438 -0.611 -2.295
O -1.221 -0.565 1.092
H -0.256 3.378 -0.466
C 3.232 -2.269 1.796
O 0.407 0.225 -0.883
H 1.298 2.653 -0.941
H 1.223 -4.060 2.045
H -4.018 -1.046 2.874
C -1.367 -0.770 3.543
H -1.161 -1.845 3.543
H 0.972 4.837 1.984
C 1.020 2.832 1.207
Cl -1.421 2.456 -2.710
Si 0.225 0.136 0.720
C -1.739 -0.284 -5.627
H -0.430 -0.216 3.684
C 1.714 -2.578 -0.155
H -0.156 -2.976 1.749
C -2.467 1.123 2.373
C 1.795 -2.137 1.297
H 0.676 -2.592 -0.513
H 0.881 -2.039 -2.983
C -3.329 -1.178 2.030
C 0.472 3.879 2.172
O 1.426 -0.730 1.433
H -3.143 0.197 -2.042
H -2.207 -1.280 -5.567
H -2.911 1.479 1.439
H -3.217 1.227 3.172
H -1.609 1.751 2.634
H 0.659 3.598 3.217
H -1.419 -0.097 -6.674
H 2.677 2.303 2.507
H 3.319 -1.981 2.851
H 3.068 3.485 1.230
H 2.206 0.507 -5.629
H 2.871 1.762 0.811
C -0.061 -1.568 -3.307
H -2.022 -0.554 4.400
```

Properties
**ΔE to the lowest compared entry with this formula, charge and spin**: 0.00 kcal/mol
**Total charge**: 0
**2S+1**: 7
**Orbital gap (alpha / beta)**: 7.230 / 5.487 eV



(3)
ORCA calculation (wB97M-V/def2-TZVPD) on one molecule with the formula C3H12N4 at a distorted geometry.

XYZ file:
```
19
Properties=species:S:1:pos:R:3
H 0.491 1.370 -1.040
C 1.390 -0.324 -1.733
H 2.064 0.257 -2.373
C 0.392 -0.107 1.682
H 1.362 0.231 1.303
H 1.942 -0.589 -0.827
H 1.147 -1.235 -2.290
H 0.419 -1.198 1.765
H -1.851 -1.826 -0.419
H -0.234 -2.072 -0.259
N -0.937 -1.528 -0.755
C -0.767 0.353 0.799
H 0.281 0.291 2.697
H -1.707 0.027 1.261
N -0.754 -0.142 -0.592
N -0.785 1.815 0.741
H -1.375 2.038 -0.063
N 0.205 0.476 -1.453
H -1.283 2.164 1.557
```

Properties
**SMILES**: CNN(N)[C@@H](C)N
**ΔE to the lowest compared entry with this formula, charge and spin**: 61.72 kcal/mol
**Total charge**: 0
**2S+1**: 1
**Orbital gap**: 8.342 eV



(4)
ORCA calculation (wB97M-V/def2-TZVPD) on C26H60BrF4O9PSi2 as an isolated structure at a distorted geometry.

XYZ file:
```
103
Properties=species:S:1:pos:R:3
H -0.202 -0.277 -5.227
H 2.410 2.208 6.484
H -1.325 -1.131 2.136
H -1.144 -2.547 5.991
Br -0.263 -2.849 -2.916
O -0.110 3.825 -0.270
H 6.966 -1.943 2.460
O -0.972 -0.393 -1.066
O 1.967 2.539 -0.390
C -1.539 -0.867 4.757
H -5.193 3.802 -3.639
O 0.323 2.698 -2.431
F -3.789 0.252 -0.999
O -2.611 3.220 -3.923
H 2.635 -2.537 -0.030
H -2.349 3.434 -3.017
H 4.443 -0.833 7.417
C 3.964 -0.885 6.438
O -2.744 -3.040 -0.442
H 6.165 -0.409 2.170
H 1.204 -0.120 1.306
Si -0.710 0.817 0.038
C -2.333 5.559 -4.485
H 3.711 1.644 7.546
H 2.039 -0.174 7.079
H 4.747 -3.093 1.860
H -3.563 4.111 -5.482
H -2.163 -2.920 1.549
H 0.480 1.251 2.057
H -0.408 -4.335 -0.502
H 3.734 -0.354 2.606
C -0.566 -1.818 5.440
H -1.775 0.472 -5.468
H -2.668 -4.821 -1.484
C -3.381 -4.059 -1.186
H 2.453 2.911 -1.143
H -0.594 2.501 -5.987
H 0.095 -1.350 6.152
C 2.799 0.088 6.340
H -4.513 1.101 0.583
H 3.039 0.252 0.535
H -2.357 -4.510 0.907
H -4.175 -4.486 -0.585
O 0.169 -2.460 0.296
C -3.615 0.576 0.265
H -1.758 0.354 -8.606
H -0.934 1.904 -8.850
H 0.500 0.390 -7.513
C -2.007 -3.509 0.658
C -2.462 1.551 0.421
H 0.033 -2.382 4.744
H -2.156 -1.481 4.113
H -0.163 -4.237 1.194
C 2.979 -1.627 -0.496
C -1.377 1.244 -8.103
C -0.882 0.165 3.813
H -1.328 -0.956 -6.417
H 0.041 0.540 4.226
C -3.280 4.368 -4.465
C -4.014 -3.393 -2.385
H -2.198 -0.396 5.467
C 6.168 -1.460 1.926
H -1.439 5.333 -5.068
F -2.726 2.506 -0.517
H 2.714 -1.681 2.213
C -4.527 4.666 -3.648
H -3.423 -2.511 -2.572
H -2.003 5.802 -3.471
H 3.623 -1.907 6.271
H 3.982 1.815 5.802
C -0.952 -0.028 -5.981
C -0.559 -3.687 0.349
H -2.813 6.439 -4.914
C 1.914 -0.937 -1.371
F -3.460 -0.493 1.049
H -5.004 -3.037 -2.164
H -1.622 0.931 3.630
H 1.950 0.138 -1.246
C 4.836 -2.096 2.270
H -0.217 1.942 -2.716
C 0.247 0.327 1.538
C 3.648 -1.211 1.943
C -0.495 -0.576 2.550
H 4.587 -0.383 0.171
H 2.170 -1.118 -2.401
H 4.831 -2.210 3.347
O 2.177 -0.030 5.059
H 4.713 -0.663 5.673
H 3.787 -1.916 -1.150
F -2.531 2.153 1.609
O 0.150 2.060 -6.417
H -5.070 5.521 -4.053
C 3.614 -0.662 0.531
H -2.213 1.773 -7.658
P 0.411 2.594 -0.816
H 0.218 -1.314 2.878
H 6.338 -1.549 0.863
H -4.261 4.882 -2.610
C -0.353 0.881 -7.040
H -3.970 -4.005 -3.271
Si 0.185 -1.593 -1.094
H 2.844 0.197 4.401
C 3.254 1.522 6.563
```

Properties
**Total charge**: 0
**2S+1**: 1
**Orbital gap**: 10.359 eV



(5)
ORCA calculation (wB97M-V/def2-TZVPD) on a 3-piece molecular cluster, C6H10Cl2 overall at a distorted geometry.

XYZ file:
```
18
Properties=species:S:1:pos:R:3
H -1.054 1.417 0.769
H -4.373 0.006 -1.289
C 1.386 -1.085 1.879
H 2.401 -1.512 2.390
H 0.496 -1.831 2.241
H 1.929 -1.639 -1.673
H 4.272 -0.532 -0.489
C -2.182 0.498 -0.892
Cl 5.093 0.391 -0.412
C 1.526 -1.100 0.415
H 1.119 -0.045 2.306
C -3.530 0.667 -0.928
H -0.226 1.473 -0.736
Cl -1.598 -1.074 -1.416
H -3.891 1.644 -0.671
C 1.699 -1.304 -0.757
H -1.840 2.496 -0.370
C -1.227 1.531 -0.369
```

Properties
**SMILES**: C=C(C)Cl.C#CC.Cl
**ΔE to the lowest compared entry with this formula, charge and spin**: 80.65 kcal/mol
**Total charge**: 0
**2S+1**: 1
**Orbital gap**: 10.008 eV



(6)
ORCA calculation (wB97M-V/def2-TZVPD) on C3HAlO2 as an isolated structure at a distorted geometry.

XYZ file:
```
7
Properties=species:S:1:pos:R:3
C -1.357 0.246 0.055
C 1.327 0.908 0.049
O 2.031 -0.037 -0.021
C -2.335 -0.460 -0.011
Al 3.350 -0.983 -0.099
O 0.228 1.364 0.071
H -3.244 -1.036 -0.044
```

Properties
**ΔE to the lowest compared entry with this formula, charge and spin**: 13.20 kcal/mol
**Total charge**: +3
**2S+1**: 2
**Orbital gap (alpha / beta)**: 9.336 / 7.909 eV